a) 12
Properties=species:S:1:pos:R:3:lowdin_charge:R:1 method="wB97M-V/def2-TZVPD" charge=-1 orbital_gap_ev=6.510 molar_mass_g_mol=92.07
O -0.186 -0.042 0.638 -0.21
C 1.119 -0.082 0.460 -0.54
N 1.997 -0.488 -0.427 -0.06
C -0.495 -0.531 -2.201 -0.16
O 0.482 -0.487 -2.963 -0.10
H 1.711 -0.020 1.387 0.06
H 2.397 -1.427 -0.370 0.00
H -0.490 -0.792 -1.134 0.02
H -1.525 -0.238 -2.684 0.07
H -2.190 1.323 3.110 -0.01
H -1.312 1.225 1.659 -0.02
O -1.507 1.558 2.525 -0.07

b) 12
Properties=species:S:1:pos:R:3:lowdin_charge:R:1 method="wB97M-V/def2-TZVPD" charge=-1 orbital_gap_ev=8.548 molar_mass_g_mol=92.07
O -1.474 -0.729 1.303 -0.11
C -0.236 -0.635 1.219 -0.49
N 0.477 -0.251 0.178 0.02
C 2.099 0.562 -0.474 -0.40
O 2.886 -0.168 -1.118 -0.19
H 0.384 -1.030 2.037 0.10
H 0.116 -0.416 -0.754 0.06
H 2.465 0.849 0.537 0.07
H 1.481 1.301 -0.980 0.06
H -2.526 0.788 -1.106 0.01
H -2.601 -0.314 -0.028 -0.02
O -3.071 0.043 -0.813 -0.12

Q: Which of them is the least stable? A: a).